# 1
DFT (ωB97M-V/def2-TZVPD) results for a molecular structure, C19H33IrN2OPSi in a non-equilibrium geometry.

Geometry as XYZ:
```
58
Properties=species:S:1:pos:R:3:lowdin_spin:R:1
Ir -0.25082 0.27152 0.08003 1.4575
Si -0.98868 2.39163 0.49673 0.1351
P -2.41232 -0.39040 0.08104 0.0541
N 0.01275 0.22077 -1.71483 0.9185
H 1.47703 -0.45023 2.67376 0.0249
C -2.40399 -2.20748 -0.02687 0.0107
H -3.43079 -2.59585 -0.06939 0.0007
H -1.87490 -2.61997 0.84210 0.0014
H -1.85704 -2.49692 -0.93564 0.0000
C -3.37619 0.05434 1.56315 0.0174
H -4.37509 -0.39869 1.49623 0.0026
H -3.48884 1.14227 1.64993 0.0004
H -2.87440 -0.31824 2.46773 0.0010
C -3.32182 0.18471 -1.39765 -0.0023
H -4.39210 -0.05434 -1.31815 -0.0009
H -2.91329 -0.30339 -2.29384 0.0002
H -3.20533 1.26883 -1.52282 0.0000
C -1.00349 2.82694 2.33325 0.0634
H -0.09054 2.50140 2.84056 0.0022
H -1.86979 2.36008 2.81291 0.0001
H -1.08692 3.91905 2.42705 0.0096
H -0.09950 3.37694 -0.21098 0.0059
H -2.37918 2.63913 0.00750 0.0129
C -0.01293 0.47326 -3.01689 0.0998
C 0.36536 -0.32611 -5.28571 -0.0109
C 0.41050 -0.54483 -3.92534 0.1442
C -0.45520 1.73517 -3.54372 0.1472
C -0.49836 1.93462 -4.91063 -0.0094
C -0.08157 0.91291 -5.78308 0.1616
H 0.67417 -1.12295 -5.96767 -0.0035
H 0.74885 -1.47740 -3.46775 0.0068
H -0.74068 2.49851 -2.81461 0.0052
H -0.86098 2.89349 -5.29822 -0.0030
H -0.10161 1.07744 -6.86253 0.0092
C 0.66119 -1.20596 2.64930 0.0611
O 0.18501 -1.29904 1.30877 0.6045
C 1.22117 -2.60349 2.94944 0.0038
H 1.19541 -2.84832 4.01941 0.0005
H 2.26287 -2.66793 2.62375 0.0015
H 0.65057 -3.35905 2.39465 0.0004
C -0.34831 -0.79654 3.71390 0.0258
H -1.19707 -1.49648 3.76929 0.0003
H -0.70357 0.23095 3.57812 0.0049
H 0.17131 -0.81316 4.68388 0.0003
C 5.97873 1.93019 0.02926 0.0397
C 4.57204 1.42036 0.10436 0.2343
C 3.71055 1.88516 1.09208 0.0328
C 2.39238 1.44403 1.12995 0.1600
N 1.88021 0.63336 0.17692 0.2963
C 2.72938 0.06875 -0.70831 0.1727
C 4.06234 0.47448 -0.79156 0.0384
H 6.00106 3.01391 -0.12523 0.0127
H 6.52439 1.73842 0.95959 0.0127
H 6.52645 1.45930 -0.78837 -0.0005
H 4.05240 2.61462 1.82338 0.0018
H 1.71368 1.80611 1.90510 0.0172
H 2.30894 -0.66332 -1.40300 0.0160
H 4.68061 0.06352 -1.58753 -0.0001
```

Summary:
Maximum force in eV Å⁻¹: 4.8
⟨S²⟩: 8.837
Spin multiplicity: 6



# 2
DFT (ωB97M-V/def2-TZVPD) results for a molecular structure, C19H33N6NiO2.

Geometry as XYZ:
```
61
Properties=species:S:1:pos:R:3:lowdin_spin:R:1
Ni 1.04571 -1.46334 0.32824 1.6978
N 3.10405 -1.63991 0.21520 0.0328
C 3.56059 -3.05554 0.30233 0.0072
C 2.51644 -3.89768 1.02405 0.0137
C 2.40624 -3.59437 2.53187 0.0009
C 1.05290 -3.03283 2.93871 0.0085
N 0.86539 -1.68197 2.36193 0.0657
H 3.45980 -1.18824 -0.61962 0.0033
H 3.45029 -1.08978 0.99577 0.0000
H 4.51447 -3.11282 0.82666 0.0008
H 3.71587 -3.43109 -0.70738 0.0001
H 2.71748 -4.95456 0.85340 0.0010
H 1.54157 -3.71259 0.54041 0.0059
H 3.17729 -2.87467 2.82977 0.0000
H 2.59463 -4.49987 3.10642 0.0001
H 0.97737 -2.99287 4.02501 0.0030
H 0.25129 -3.67535 2.57320 0.0002
H 1.50142 -0.99495 2.76000 0.0013
H -0.06170 -1.33685 2.58904 0.0011
C 0.74474 6.86450 -0.63769 0.0002
C 0.89301 5.41190 -0.26092 0.0011
C -0.18742 4.54236 -0.32223 -0.0002
C -0.06454 3.19942 0.01639 0.0012
C -1.27105 2.29601 -0.09079 0.0001
C 1.17326 2.72794 0.45440 0.0035
C 2.27599 3.58386 0.54173 0.0014
C 3.61899 3.09954 1.02911 0.0001
C 2.11578 4.91268 0.17077 0.0000
C 1.33589 1.28891 0.85019 0.0063
O 1.73466 0.97875 1.97225 -0.0009
O 1.04252 0.41973 -0.08003 0.1020
H -0.14322 7.02442 -1.24824 0.0000
H 1.61541 7.21421 -1.19238 0.0000
H 0.65284 7.48627 0.25572 0.0001
H -1.15332 4.91951 -0.64374 0.0000
H -2.18227 2.88770 -0.17080 0.0000
H -1.35798 1.64050 0.77950 0.0000
H -1.18696 1.66640 -0.98074 0.0000
H 3.92443 2.18378 0.51643 0.0000
H 3.58088 2.87365 2.09471 0.0001
H 4.38397 3.85609 0.85984 0.0000
H 2.97061 5.57944 0.22945 0.0000
C -4.65337 -3.25133 -2.04434 0.0000
C -4.52327 -1.78578 -2.45190 0.0000
C -3.53402 -1.61396 -3.60316 0.0000
C -4.17884 -0.90301 -1.24935 0.0003
N -2.93786 -1.30554 -0.57602 0.0020
C -1.67534 -1.14769 -0.94908 0.0073
N -0.92011 -1.71320 -0.03416 0.0273
N -1.74983 -2.21462 0.91234 0.0022
N -2.96104 -1.97670 0.58878 0.0017
H -4.97516 -3.85417 -2.89347 0.0000
H -5.38047 -3.38134 -1.24115 0.0000
H -3.69481 -3.65187 -1.70293 0.0000
H -5.50094 -1.42838 -2.78281 0.0000
H -2.59634 -2.14113 -3.40380 0.0000
H -3.31556 -0.56099 -3.79943 0.0000
H -3.94518 -2.03878 -4.51851 0.0000
H -4.95666 -0.97300 -0.49353 0.0001
H -4.06998 0.13908 -1.54586 0.0000
H -1.33858 -0.62586 -1.82953 0.0004
```

Summary:
Charge: +1
Maximum force in eV Å⁻¹: 0.7
⟨S²⟩: 2.005
Spin multiplicity: 3



# 3
DFT (ωB97M-V/def2-TZVPD) results for 3 unconnected molecules or ions with the total composition C19H33N6O in a non-equilibrium geometry.

Geometry as XYZ:
```
59
Properties=species:S:1:pos:R:3:lowdin_charge:R:1
N 1.45888 -2.10480 -0.51678 0.2303
C 1.20063 -1.04779 0.33704 -0.3716
N 1.65072 -1.06241 1.61541 0.1588
N 0.48914 0.02754 -0.18724 0.0994
C 1.26617 1.31562 -0.07545 -0.1504
C 0.58559 2.34819 0.90390 -0.1479
C -0.72586 2.97963 0.27612 -0.2400
N -1.76093 3.37198 1.24888 -0.0681
C -2.27826 2.23742 2.04781 -0.1799
C -2.75185 1.02973 1.15156 -0.1355
C -3.74899 1.35502 0.14200 -0.0160
C -4.20477 0.29478 -0.75167 -0.0628
C -3.64437 -1.02425 -0.54304 -0.0891
C -2.65547 -1.35903 0.45476 -0.0258
C -2.20218 -0.30012 1.34971 -0.2541
O -1.24620 -0.54331 2.33665 -0.0142
H 1.38403 -3.01920 -0.03128 0.0575
H 0.79558 -2.08823 -1.29722 0.1282
H 2.52435 -0.57468 1.81492 0.1316
H 1.20970 -1.58705 2.36635 0.1098
H 0.25185 -0.18809 -1.16094 0.1435
H 1.36984 1.74236 -1.10647 0.1044
H 2.30063 1.04190 0.27356 0.1188
H 1.33118 3.19061 0.98303 0.1181
H 0.46022 1.94053 1.93801 0.0960
H -0.40001 3.92384 -0.23147 0.0827
H -1.11551 2.33131 -0.55476 0.1156
H -1.34982 4.03682 1.90532 0.1128
H -1.61025 1.91113 2.89281 0.1061
H -3.22018 2.60631 2.54634 0.1312
H -4.15196 2.39042 0.05431 0.1240
H -4.94765 0.53311 -1.54467 0.1056
H -3.96954 -1.84914 -1.22108 0.1027
H -2.20528 -2.36258 0.59774 0.0812
H -0.65075 0.22210 2.40535 0.0593
C -1.12648 -6.64207 2.10921 -0.1005
C -0.82511 -5.45944 3.02352 -0.2489
C -0.35935 -4.21742 2.25680 -0.1759
C 0.89176 -4.51859 1.51033 -0.2216
N 1.86823 -4.78276 0.94861 0.1706
H -0.23625 -6.97026 1.56828 0.0734
H -1.48157 -7.49152 2.69354 0.0808
H -1.89817 -6.38640 1.37842 0.0804
H -0.06093 -5.75492 3.74679 0.1182
H -1.72409 -5.20894 3.59072 0.1167
H -0.17018 -3.39579 2.95155 0.1084
H -1.12543 -3.89363 1.55044 0.0950
C 3.15933 2.36956 -4.67050 -0.1125
C 3.34012 3.88362 -4.67897 -0.2592
C 3.35314 4.49048 -3.27267 -0.1694
C 2.06582 4.21378 -2.58536 -0.1824
N 1.06776 3.99973 -2.05803 0.1779
H 2.19827 2.08184 -4.23704 0.0621
H 3.18545 1.97833 -5.68846 0.0768
H 3.95463 1.88275 -4.09925 0.0762
H 2.53714 4.33375 -5.26796 0.1162
H 4.28002 4.12702 -5.17886 0.1135
H 3.49790 5.57061 -3.32981 0.1218
H 4.16930 4.07055 -2.68082 0.1203
```

Summary:
Charge: +1
Maximum force in eV Å⁻¹: 3.4



# 4
DFT (ωB97M-V/def2-TZVPD) results for a gas-phase ion, C19H34BF5NO7S (charge +1) in a non-equilibrium geometry.

Geometry as XYZ:
```
68
Properties=species:S:1:pos:R:3:lowdin_charge:R:1
C -1.78906 -3.21119 0.00325 -0.1002
C -0.26746 -2.93970 0.01256 -0.1133
B 0.57547 -1.84104 -0.73502 -0.3482
O 1.90463 -1.95297 -0.34200 0.1309
C 0.22653 -0.53477 -1.73145 -0.0948
C -0.28127 -1.22713 -3.00154 -0.3459
F -1.00512 -2.34907 -2.71548 0.1199
F 0.79349 -1.82437 -3.56991 0.1298
C -1.13148 -0.64512 -4.20280 -0.6037
F -2.40145 -0.65750 -3.84273 0.1841
F -0.77342 0.44433 -4.78717 0.1945
F -1.07057 -1.58483 -5.14327 0.1858
C 1.65958 0.04481 -2.04112 -0.5350
S 1.94577 0.96958 -3.62525 0.8983
O 2.26068 0.74390 -0.99146 -0.0822
C 1.46880 1.61725 -0.20465 -0.2652
C 2.36777 1.98355 0.98043 -0.1012
C 2.38306 1.03335 2.19433 -0.1730
C 3.53940 0.00199 2.10915 -0.1351
C 3.87956 -0.52664 3.53170 -0.1993
O 3.56841 -1.91803 3.62057 -0.1803
C 2.19520 -2.09262 3.88007 -0.1125
C 0.12637 1.00054 0.17296 -0.1732
C -0.64377 1.82691 1.19131 -0.0612
C -1.29266 1.01369 2.31782 -0.2777
O -2.12767 1.42665 3.01489 0.1321
N -0.64860 0.48232 -1.03094 -0.0168
C -0.92696 1.69784 -1.82949 -0.1283
O -1.97975 1.59764 -2.74878 -0.1373
O -2.52052 2.87857 -2.86185 0.0426
C -1.93913 -0.13144 -0.53304 -0.0164
C -3.34892 0.52069 -0.51896 -0.3591
C -3.65780 1.91382 0.02606 -0.0202
O -4.15872 -0.39559 0.20698 0.0013
H -2.37166 -2.98477 -0.88610 0.0698
H -1.96944 -4.25867 0.23288 0.0842
H -2.26630 -2.67808 0.82857 0.0668
H -0.01364 -2.86523 1.07480 0.1112
H 0.19673 -3.89782 -0.25932 0.1261
H 2.20110 -2.83455 -0.62097 0.1472
H 2.35767 -0.75061 -2.23863 0.1029
H 1.83848 2.27524 -3.29217 -0.1068
H 1.34876 2.55097 -0.77284 0.1566
H 3.38000 2.05413 0.59511 0.1306
H 2.11860 2.99377 1.31327 0.1228
H 1.43557 0.55757 2.45231 0.0844
H 2.63947 1.64384 3.06058 0.1185
H 3.30819 -0.81972 1.43956 0.1028
H 4.42078 0.55862 1.79857 0.1132
H 3.33190 0.02763 4.29855 0.1121
H 4.94231 -0.43372 3.73982 0.1246
H 1.99283 -3.15175 4.02178 0.0931
H 1.59333 -1.77872 3.01344 0.0654
H 1.89265 -1.55234 4.78055 0.0948
H 0.41961 0.16986 0.83201 0.1397
H 0.08592 2.38929 1.78434 0.1389
H -1.28168 2.63319 0.83887 0.1222
H -0.84941 -0.00432 2.45765 0.1376
H -1.18923 2.56915 -1.22879 0.1370
H -0.06729 2.08279 -2.37073 0.1062
H -3.45968 2.74631 -3.07584 0.1402
H -1.77385 -0.62831 0.41852 0.1147
H -2.13908 -0.97047 -1.19440 0.1158
H -3.78255 0.48134 -1.51096 0.1387
H -3.06893 2.74194 -0.36557 0.0660
H -3.60857 1.95228 1.11537 0.0779
H -4.69235 2.13519 -0.22346 0.1016
H -3.90062 -0.31944 1.13805 0.1039
```

Summary:
Charge: +1
Maximum force in eV Å⁻¹: 3.0



# 5
DFT (ωB97M-V/def2-TZVPD) results for a molecular structure, C19H34BN3O5PYb in a non-equilibrium geometry.

Geometry as XYZ:
```
64
Properties=species:S:1:pos:R:3:lowdin_charge:R:1
C -1.18401 -3.22874 4.27743 -0.1064
C 0.06199 -3.19110 3.16109 -0.2607
O 0.47775 -1.79048 3.04023 -0.2326
C 1.31491 -1.57893 1.80463 -0.2052
C 1.16175 -0.06134 1.39127 -0.1669
P 1.22801 0.53600 -0.45177 0.5795
C 1.50732 1.17263 -2.26603 -0.2947
N 0.50130 0.77567 -3.27853 -0.1277
C 1.07046 0.23011 -4.56723 -0.2431
C 1.48936 -1.17908 -1.19439 -0.1823
C -0.04722 -1.94843 -1.65572 -0.1763
C -0.02648 -3.68597 -1.55607 -0.0119
O -0.83619 -2.68887 -0.52879 -0.2659
N 1.10314 2.25209 -0.05122 -0.0390
C 1.03818 2.71243 1.15789 -0.3081
C -0.32213 3.00524 2.09688 -0.0341
C 2.36929 3.23995 2.03837 -0.0414
O -0.48330 0.29269 -0.68004 -0.2253
C -1.37849 1.34933 -0.83080 -0.3381
O -1.41656 2.50543 -1.49654 -0.0403
C -2.93785 0.92789 -0.35146 -0.0377
C -3.82479 1.65174 0.78897 -0.0169
C -5.32946 1.00478 1.12454 -0.0437
C -5.92993 -0.30223 0.27597 -0.0659
C -5.03259 -1.03092 -0.90024 -0.0596
C -3.55112 -0.37930 -1.19096 -0.0087
B 3.13047 0.68670 -0.28000 -0.5262
N 4.01695 1.83871 -0.73232 0.0941
O 3.92368 -0.40212 0.40142 -0.0104
H -2.04861 -2.58295 3.76640 0.0893
H -1.62788 -4.33580 4.32332 0.0861
H -0.87261 -2.81184 5.32459 0.0785
H 0.95969 -3.82409 3.58334 0.1276
H -0.42131 -3.65353 2.18356 0.1256
H 2.42030 -1.81507 2.20363 0.1489
H 1.05690 -2.46689 1.13140 0.0897
H 0.08897 0.26519 1.80740 0.1344
H 2.04837 0.45011 2.01574 0.1149
H 2.58386 0.87724 -2.69238 0.0988
H 1.54140 2.36726 -2.26904 0.1184
H -0.12095 1.56824 -3.56709 0.1060
H 0.41176 0.69630 -5.44659 -0.0697
H 2.17377 0.53908 -4.80199 0.0220
H 0.88283 -0.93708 -4.60575 0.1355
H 2.14699 -1.96269 -0.67788 0.0941
H 1.95258 -1.14319 -2.29795 0.0926
H -0.68230 -1.44691 -2.61848 0.1400
H 0.63117 -4.16792 -0.68457 0.1131
H -1.04604 -4.19060 -1.85108 0.1069
H -0.29541 4.18763 2.26650 0.1050
H -0.23465 2.53581 3.17018 0.1063
H -1.31051 2.78464 1.53291 0.0452
H 2.17967 4.30770 2.47981 0.0893
H 2.41166 2.48229 2.96045 0.1050
H 3.36406 3.17750 1.43157 0.0733
H -3.43461 2.58534 1.35917 0.0746
H -6.04091 1.42050 1.96651 0.0823
H -7.00416 -0.76892 0.47798 0.0876
H -5.38084 -1.95487 -1.53524 0.0857
H -2.90281 -0.90881 -2.03022 0.0792
H 4.73710 1.53725 -1.43617 0.0932
H 3.49115 2.67927 -1.03572 0.0589
H 4.87619 -0.07613 0.55445 0.1248
Yb 1.37075 1.87204 -6.53536 1.2323
```

Summary:
Charge: +1
Maximum force in eV Å⁻¹: 7.3



# 6
DFT (ωB97M-V/def2-TZVPD) results for 3 unconnected molecules or ions with the total composition C19H34F3N2O9S in a non-equilibrium geometry.

Geometry as XYZ:
```
68
Properties=species:S:1:pos:R:3:lowdin_spin:R:1
C 4.94789 -2.34642 -2.11251 0.0001
C 3.87048 -1.29762 -2.14389 0.0003
C 4.33556 0.12683 -2.23100 0.0022
N 2.62902 -1.52576 -2.02873 0.0007
C 1.70545 -2.33077 -2.68738 0.0002
S 2.06128 -4.17064 -2.33106 0.0003
O 2.39875 -4.30268 -0.93946 0.0002
O 2.97145 -4.68874 -3.31961 0.0004
C 0.52507 -5.22380 -2.53375 0.0000
F -0.36470 -4.99140 -1.57162 0.0002
F -0.05394 -5.00943 -3.72145 0.0000
F 0.90411 -6.49278 -2.46383 0.0000
C 0.30156 -2.05385 -2.13845 0.0128
C -0.15939 -0.60322 -2.38366 0.0243
C 0.29112 0.35639 -1.29069 -0.0011
C -1.70995 -0.60846 -2.35430 0.0098
N 0.29562 -0.10920 -3.72479 0.3758
O 1.08844 0.89194 -3.70380 0.5245
C 0.63822 -1.14985 -4.74018 0.0244
C -0.62592 -1.87963 -5.23010 0.0035
C 1.22919 -0.42580 -5.95280 -0.0018
C 1.70973 -2.13345 -4.20881 0.0159
H 4.60732 -3.26790 -1.65201 0.0000
H 5.81819 -1.95442 -1.58574 0.0000
H 5.27906 -2.57227 -3.13116 0.0000
H 4.82354 0.42921 -1.30090 0.0000
H 3.48082 0.78095 -2.39021 0.0016
H 5.04685 0.21902 -3.05277 0.0000
H -0.41383 -2.73752 -2.59035 0.0002
H 0.28929 -2.22253 -1.06110 0.0014
H -0.14089 1.33983 -1.45954 -0.0006
H 1.36915 0.47473 -1.25962 0.0006
H -0.05094 -0.03441 -0.33202 -0.0001
H -2.13145 -0.70144 -3.35079 0.0013
H -2.07876 0.32595 -1.93302 0.0001
H -2.08701 -1.41318 -1.72170 0.0003
H -1.44989 -1.17201 -5.30897 0.0013
H -0.43759 -2.25287 -6.23511 -0.0003
H -0.92242 -2.71825 -4.60468 0.0000
H 1.33626 -1.13442 -6.77433 -0.0004
H 0.59013 0.39800 -6.26688 -0.0003
H 2.21707 -0.02744 -5.73688 -0.0003
H 1.51056 -3.09948 -4.67759 0.0013
H 2.69517 -1.83156 -4.55701 0.0012
C -1.13040 -0.16965 2.73314 0.0000
O -2.06170 0.74418 2.14694 0.0000
C -2.70419 1.51459 3.02099 0.0000
O -2.55921 1.49577 4.21781 0.0000
O -3.53454 2.31074 2.35493 0.0000
C -4.29280 3.19938 3.18628 0.0000
H -0.69024 -0.71771 1.90548 0.0000
H -0.34978 0.36525 3.27092 0.0000
H -1.63277 -0.86079 3.40688 0.0000
H -3.63115 3.86136 3.74141 0.0000
H -4.91394 2.63672 3.87989 0.0000
H -4.91435 3.77494 2.50783 0.0000
C -1.21232 3.29641 6.50933 0.0000
O -2.34950 3.58711 7.33460 0.0000
C -2.16469 4.57789 8.20044 0.0000
O -1.15752 5.22381 8.33800 0.0000
O -3.29134 4.74161 8.89842 0.0000
C -3.22995 5.78439 9.87527 0.0000
H -1.51686 2.48123 5.86060 0.0000
H -0.94610 4.16984 5.91535 0.0000
H -0.36246 3.00642 7.12480 0.0000
H -3.03466 6.74411 9.40059 0.0000
H -2.45484 5.57643 10.61035 0.0000
H -4.20437 5.79627 10.35403 0.0000
```

Summary:
Maximum force in eV Å⁻¹: 1.9
⟨S²⟩: 0.754
Spin multiplicity: 2



no.,DFT total energy (eV)
1,-45265.6555
2,-74313.5242
3,-31218.5019
4,-61163.5830
5,-76425.0188
6,-60646.6353